Entry a
A 2-piece molecular cluster, HN2O2 overall. Source: the OMol25 dataset; level of theory: ωB97M-V/def2-TZVPD.

Properties
M ... 61.020 g mol⁻¹
Total charge ... -1
Kohn-Sham gap ... 6.394 eV
Lowest unoccupied orbital energy ... 4.148 eV
HOMO energy ... -2.2460 eV

Cartesian coordinates (Å):
1 N 1.24 -1.49 0.03
2 N 1.07 -0.39 -0.10
3 O 1.39 0.70 -0.33
4 O -1.93 0.10 0.31
5 H -1.77 1.08 0.09

How positive or negative is each atom? The natural (NBO) charges in e answer that: atom 1 (N): -0.121, atom 2 (N): 0.462, atom 3 (O): -0.369, atom 4 (O): -1.352, atom 5 (H): 0.379

---

Entry b
A 2-piece molecular cluster, HN2O2 overall. Source: the OMol25 dataset; level of theory: ωB97M-V/def2-TZVPD.

Properties
M ... 61.020 g mol⁻¹
Total charge ... -1
Kohn-Sham gap ... 6.054 eV
Lowest unoccupied orbital energy ... 4.125 eV
HOMO energy ... -1.9296 eV

Cartesian coordinates (Å):
1 N 1.44 -0.32 -1.45
2 N 0.36 -0.29 -1.14
3 O -0.75 -0.52 -0.83
4 O -0.31 0.80 2.09
5 H -0.74 0.34 1.33

How positive or negative is each atom? The natural (NBO) charges in e answer that: atom 1 (N): -0.120, atom 2 (N): 0.441, atom 3 (O): -0.327, atom 4 (O): -1.372, atom 5 (H): 0.378

---

What should be chosen as the most stable of them? Choose entry b.

---

Entry a
A 5-piece molecular cluster, C3H16O4 overall. Source: the OMol25 dataset; level of theory: ωB97M-V/def2-TZVPD.

Properties
M ... 116.157 g mol⁻¹
Kohn-Sham gap ... 11.156 eV
Lowest unoccupied orbital energy ... 0.226 eV
HOMO energy ... -10.9296 eV
Structure (SMILES) ... CCC.O.O.O.O

Cartesian coordinates (Å):
1 C 1.43 -2.12 1.34
2 C 0.27 -1.46 2.09
3 C -1.06 -1.97 1.53
4 H 1.75 -2.99 1.89
5 H 2.26 -1.49 1.05
6 H 1.11 -2.49 0.37
7 H 0.27 -0.40 1.83
8 H 0.30 -1.60 3.16
9 H -1.17 -3.06 1.58
10 H -1.89 -1.56 2.11
11 H -1.20 -1.84 0.46
12 H -3.15 0.85 -1.89
13 H -2.30 2.00 -1.08
14 O -2.73 1.71 -1.90
15 H 2.67 0.23 -1.35
16 H 1.18 0.48 -1.34
17 O 1.86 -0.10 -0.96
18 H 0.98 2.65 -2.88
19 H 0.14 1.41 -3.46
20 O 0.75 1.73 -2.79
21 H -0.35 3.80 -0.52
22 H -0.24 2.99 0.72
23 O -0.88 3.20 0.02

Atomic partial charges in e from the natural (NBO) method, atoms 1 to 5: atom 1 (C): -0.612, atom 2 (C): -0.400, atom 3 (C): -0.603, atom 4 (H): 0.193, atom 5 (H): 0.226

---

Entry b
A 5-piece molecular cluster, C3H16O4 overall. Source: the OMol25 dataset; level of theory: ωB97M-V/def2-TZVPD.

Properties
M ... 116.157 g mol⁻¹
Kohn-Sham gap ... 10.515 eV
Lowest unoccupied orbital energy ... 0.172 eV
HOMO energy ... -10.3424 eV
Structure (SMILES) ... CCC.O.O.O.O

Cartesian coordinates (Å):
1 C -0.05 0.38 2.78
2 C 0.10 -0.98 1.89
3 C 1.49 -1.55 2.08
4 H 0.02 0.05 3.79
5 H -1.09 0.68 2.81
6 H 0.60 1.10 2.64
7 H -0.07 -0.76 0.84
8 H -0.80 -1.65 2.11
9 H 1.68 -1.48 3.09
10 H 1.26 -2.54 1.91
11 H 2.24 -1.24 1.37
12 H 1.08 -0.02 -2.84
13 H -0.04 -0.80 -3.57
14 O 0.89 -0.66 -3.41
15 H -0.05 1.75 -0.22
16 H 1.46 1.67 -0.30
17 O 0.69 1.57 -0.72
18 H -0.69 1.45 -2.09
19 H -0.37 1.84 -3.66
20 O -0.53 1.07 -3.01
21 H -2.94 -0.27 -1.23
22 H -1.99 0.30 -2.16
23 O -2.89 0.09 -2.11

Atomic partial charges in e from the natural (NBO) method, atoms 1 to 5: atom 1 (C): -0.613, atom 2 (C): -0.378, atom 3 (C): -0.624, atom 4 (H): 0.201, atom 5 (H): 0.202

---

What should be chosen as the most stable of them? Choose entry a.

---

Entry a
One molecule with the formula C9H12N2O2. Source: the OMol25 dataset; level of theory: ωB97M-V/def2-TZVPD.

Properties
M ... 180.207 g mol⁻¹
Kohn-Sham gap ... 9.365 eV
Lowest unoccupied orbital energy ... 0.898 eV
HOMO energy ... -8.4671 eV
Structure (SMILES) ... C(Cn1cccn1)=C1OCCCO1

Cartesian coordinates (Å):
1 C -3.11 0.97 -1.04
2 C -2.50 -0.25 -1.31
3 C -2.85 1.27 0.32
4 C -1.30 -1.86 0.28
5 C 0.09 -1.88 -0.20
6 C 2.84 0.83 0.81
7 C 1.31 1.19 0.99
8 C 2.89 0.26 -0.54
9 C 0.85 -0.82 -0.20
10 N -2.06 -0.67 -0.09
11 N -2.25 0.26 0.85
12 O 0.49 0.50 0.04
13 O 2.14 -0.89 -0.64
14 H -3.77 1.51 -1.87
15 H -2.49 -0.92 -2.16
16 H -3.11 1.99 0.99
17 H -1.31 -1.80 1.32
18 H -1.76 -2.81 -0.02
19 H 0.61 -2.76 -0.49
20 H 3.45 1.73 0.92
21 H 3.26 0.13 1.42
22 H 0.94 0.95 2.07
23 H 0.87 2.22 0.78
24 H 2.81 0.99 -1.36
25 H 3.98 -0.12 -0.85

Atomic partial charges in e from the natural (NBO) method, atoms 1 to 5: atom 1 (C): -0.335, atom 2 (C): -0.058, atom 3 (C): -0.070, atom 4 (C): -0.228, atom 5 (C): -0.384

---

Entry b
One molecule with the formula C9H12N2O2. Source: the OMol25 dataset; level of theory: ωB97M-V/def2-TZVPD.

Properties
M ... 180.207 g mol⁻¹
Kohn-Sham gap (spin up / spin down) ... 6.215 / 8.883 eV
Lowest unoccupied orbital energy (spin up / spin down) ... -0.494 / 0.493 eV
HOMO energy (spin up / spin down) ... -6.7083 / -8.3900 eV

Cartesian coordinates (Å):
1 C 2.71 -1.47 0.09
2 C -0.93 -0.62 -0.43
3 C 0.09 2.13 0.17
4 C -2.24 -0.81 -0.30
5 C 0.24 -1.19 0.17
6 C 1.67 -0.62 -0.41
7 C 2.09 0.78 -0.11
8 C -0.60 2.84 1.07
9 C -2.88 -1.96 0.53
10 N 3.49 -2.23 0.41
11 N 1.14 1.82 -0.61
12 O -3.13 0.04 -0.84
13 O 3.27 1.21 -0.64
14 H 0.22 -1.08 1.26
15 H 0.32 -2.15 -0.13
16 H 1.77 -0.71 -1.53
17 H 2.13 0.78 0.95
18 H -2.73 0.83 -1.18
19 H -0.44 3.85 1.32
20 H -1.53 2.38 1.39
21 H -3.78 -2.18 -0.05
22 H -3.01 -1.46 1.46
23 H -2.14 -2.78 0.48
24 H 0.92 1.61 -1.55
25 H 3.34 0.99 -1.54

Atomic partial charges in e from the natural (NBO) method, atoms 1 to 5: atom 1 (C): 0.274, atom 2 (C): -0.097, atom 3 (C): 0.223, atom 4 (C): 0.257, atom 5 (C): -0.458

---

What should be chosen as the most stable of them? Choose entry a.

---

Entry a
C2H9N6 as an isolated structure. Source: the OMol25 dataset; level of theory: ωB97M-V/def2-TZVPD.

Properties
M ... 117.136 g mol⁻¹
Total charge ... +1
Kohn-Sham gap (spin up / spin down) ... 9.445 / 9.445 eV
Lowest unoccupied orbital energy (spin up / spin down) ... -4.063 / -4.063 eV
HOMO energy (spin up / spin down) ... -13.5082 / -13.5085 eV

Cartesian coordinates (Å):
1 C 1.25 0.21 -0.28
2 C 1.11 0.82 1.04
3 N 2.35 0.17 -0.87
4 N -0.24 0.31 1.58
5 N 0.08 -0.31 -0.74
6 N -0.28 -0.13 -1.95
7 N -1.89 -0.99 0.53
8 N -1.12 0.18 0.50
9 H 1.97 0.59 1.63
10 H 0.92 1.89 1.03
11 H 2.28 -0.22 -1.90
12 H -0.22 -0.54 2.28
13 H 0.12 0.66 -2.42
14 H -0.63 -0.96 -2.48
15 H -2.84 -0.86 0.96
16 H -1.25 -1.84 0.65
17 H -1.60 1.02 0.43

Atomic partial charges in e from the natural (NBO) method, atoms 1 to 5: atom 1 (C): 0.328, atom 2 (C): -0.283, atom 3 (N): -0.569, atom 4 (N): -0.473, atom 5 (N): -0.096

---

Entry b
A 2-piece molecular cluster, C2H9N6 overall. Source: the OMol25 dataset; level of theory: ωB97M-V/def2-TZVPD.

Properties
M ... 117.136 g mol⁻¹
Total charge ... +1
Kohn-Sham gap ... 11.375 eV
Lowest unoccupied orbital energy ... -2.639 eV
HOMO energy ... -14.0144 eV

Cartesian coordinates (Å):
1 C 1.31 0.20 0.79
2 C 1.27 1.62 0.54
3 N 1.32 -0.93 0.99
4 N 0.43 1.90 -0.63
5 N -1.03 -0.93 -0.21
6 N -1.63 -0.01 -0.85
7 N -0.47 -2.88 0.63
8 N -1.41 -2.13 -0.21
9 H 0.81 2.09 1.42
10 H 2.30 1.99 0.45
11 H 0.35 -2.21 0.89
12 H 0.92 1.65 -1.49
13 H -1.12 0.89 -0.81
14 H -2.44 -0.18 -1.44
15 H -0.12 -3.69 0.10
16 H -0.95 -3.22 1.47
17 H 0.23 2.89 -0.67

Atomic partial charges in e from the natural (NBO) method, atoms 1 to 5: atom 1 (C): 0.424, atom 2 (C): -0.348, atom 3 (N): -0.399, atom 4 (N): -0.832, atom 5 (N): 0.003

---

What should be chosen as the most stable of them? Choose entry b.

---

Entry a
A 2-piece molecular cluster, C2H10N2S overall. Source: the OMol25 dataset; level of theory: ωB97M-V/def2-TZVPD.

Properties
M ... 94.183 g mol⁻¹
Kohn-Sham gap ... 9.511 eV
Lowest unoccupied orbital energy ... 0.947 eV
HOMO energy ... -8.5636 eV
Structure (SMILES) ... NCN.CS

Cartesian coordinates (Å):
1 C 2.33 -0.01 -2.02
2 S 1.33 -1.33 -1.35
3 H 2.30 0.72 -1.25
4 H 3.37 -0.34 -2.12
5 H 2.12 0.24 -3.01
6 H 0.17 -0.70 -1.17
7 N -1.07 -0.21 1.06
8 C -1.56 1.22 1.21
9 N -2.35 1.53 2.31
10 H -1.76 -0.93 1.46
11 H -0.20 -0.18 1.76
12 H -0.51 1.70 1.30
13 H -2.18 1.66 0.36
14 H -3.22 1.00 2.34
15 H -1.92 1.70 3.24

Atomic partial charges in e from the natural (NBO) method, atoms 1 to 5: atom 1 (C): -0.742, atom 2 (S): -0.065, atom 3 (H): 0.219, atom 4 (H): 0.224, atom 5 (H): 0.214

---

Entry b
A 2-piece molecular cluster, C2H10N2S overall. Source: the OMol25 dataset; level of theory: ωB97M-V/def2-TZVPD.

Properties
M ... 94.183 g mol⁻¹
Kohn-Sham gap ... 9.908 eV
Lowest unoccupied orbital energy ... 1.032 eV
HOMO energy ... -8.8762 eV
Structure (SMILES) ... NCN.CS

Cartesian coordinates (Å):
1 C -3.60 1.16 -1.03
2 S -4.91 1.04 -2.27
3 H -2.84 0.37 -1.10
4 H -3.95 1.06 -0.01
5 H -2.94 2.03 -1.07
6 H -4.20 1.51 -3.33
7 N 4.42 -0.54 0.72
8 C 3.84 -1.03 1.96
9 N 4.78 -1.62 2.96
10 H 4.41 -1.25 -0.01
11 H 5.33 -0.12 0.64
12 H 3.20 -1.84 1.61
13 H 3.24 -0.25 2.46
14 H 5.10 -2.49 2.56
15 H 5.43 -0.94 3.30

Atomic partial charges in e from the natural (NBO) method, atoms 1 to 5: atom 1 (C): -0.760, atom 2 (S): -0.030, atom 3 (H): 0.211, atom 4 (H): 0.230, atom 5 (H): 0.223

---

What should be chosen as the most stable of them? Choose entry b.

---

Entry a
An isolated ion of composition C3H9N2O and charge -1. Source: the OMol25 dataset; level of theory: ωB97M-V/def2-TZVPD.

Properties
M ... 89.118 g mol⁻¹
Total charge ... -1
Kohn-Sham gap ... 6.495 eV
Lowest unoccupied orbital energy ... 4.229 eV
HOMO energy ... -2.2663 eV
Structure (SMILES) ... NCCNC[O-]

Cartesian coordinates (Å):
1 C 0.36 0.99 0.77
2 N -0.66 0.57 -0.14
3 C -1.26 -0.77 -0.41
4 O -2.38 -0.65 -1.09
5 C 1.41 -0.07 0.96
6 N 2.36 -0.07 -0.17
7 H 0.00 1.36 1.75
8 H 0.87 1.84 0.30
9 H -1.03 1.26 -0.76
10 H -1.36 -1.29 0.59
11 H -0.45 -1.37 -0.94
12 H 0.96 -1.05 1.11
13 H 1.95 0.15 1.89
14 H 1.82 0.26 -0.97
15 H 2.51 -1.05 -0.45

Atomic partial charges in e from the natural (NBO) method, atoms 1 to 5: atom 1 (C): -0.206, atom 2 (N): -0.724, atom 3 (C): 0.173, atom 4 (O): -0.927, atom 5 (C): -0.228

---

Entry b
A 2-piece molecular cluster, C3H9N2O overall. Source: the OMol25 dataset; level of theory: ωB97M-V/def2-TZVPD.

Properties
M ... 89.118 g mol⁻¹
Total charge ... -1
Kohn-Sham gap ... 7.492 eV
Lowest unoccupied orbital energy ... 4.477 eV
HOMO energy ... -3.0149 eV

Cartesian coordinates (Å):
1 C 0.28 0.68 -0.23
2 O -0.38 0.37 0.92
3 C 1.78 0.37 -0.10
4 N 2.67 0.60 -1.24
5 H -0.06 0.11 -1.15
6 H 0.13 1.76 -0.58
7 H 2.19 0.95 0.73
8 H 1.92 -0.66 0.20
9 H 2.33 0.07 -2.06
10 H 2.59 1.58 -1.50
11 C -3.07 -1.17 1.05
12 N -2.03 -1.73 0.61
13 H -4.00 -1.80 1.15
14 H -3.12 -0.14 1.46
15 H -1.23 -0.99 0.73

Atomic partial charges in e from the natural (NBO) method, atoms 1 to 5: atom 1 (C): -0.031, atom 2 (O): -0.945, atom 3 (C): -0.240, atom 4 (N): -0.850, atom 5 (H): 0.072

---

What should be chosen as the most stable of them? Choose entry b.

---

Entry a
An isolated ion of composition C13H16NO and charge +1. Source: the OMol25 dataset; level of theory: ωB97M-V/def2-TZVPD.

Properties
M ... 202.277 g mol⁻¹
Total charge ... +1
Kohn-Sham gap (spin up / spin down) ... 7.440 / 7.564 eV
Lowest unoccupied orbital energy (spin up / spin down) ... -4.417 / -4.335 eV
HOMO energy (spin up / spin down) ... -11.8568 / -11.8984 eV

Cartesian coordinates (Å):
1 C -0.94 -3.69 -1.97
2 C -0.82 -2.52 -2.68
3 C -0.53 -3.78 -0.68
4 C -0.34 -1.40 -2.07
5 C -0.04 -2.67 -0.01
6 C 1.86 -0.69 0.57
7 C 0.09 -1.46 -0.77
8 C 0.14 0.87 0.04
9 C 2.07 1.44 1.38
10 C 2.84 2.66 1.72
11 C -1.32 2.79 -0.35
12 C -1.77 1.15 1.51
13 C -1.25 1.30 0.03
14 N 0.65 -0.35 -0.06
15 O 2.53 0.25 1.23
16 H -1.23 -4.60 -2.30
17 H -1.16 -2.38 -3.68
18 H -0.75 -4.78 -0.19
19 H -0.14 -0.44 -2.41
20 H 0.25 -2.78 0.99
21 H 2.26 -1.62 0.88
22 H 3.15 2.56 2.67
23 H 3.68 2.98 1.02
24 H 2.26 3.65 1.56
25 H -0.48 2.91 -1.14
26 H -1.01 3.49 0.50
27 H -2.40 2.96 -0.75
28 H -1.60 0.14 1.99
29 H -2.77 1.19 1.43
30 H -1.30 1.97 2.26
31 H -1.90 0.86 -0.71

Atomic partial charges in e from the natural (NBO) method, atoms 1 to 5: atom 1 (C): -0.184, atom 2 (C): -0.163, atom 3 (C): -0.176, atom 4 (C): -0.217, atom 5 (C): -0.212

---

Entry b
An isolated ion of composition C13H16NO and charge +1. Source: the OMol25 dataset; level of theory: ωB97M-V/def2-TZVPD.

Properties
M ... 202.277 g mol⁻¹
Total charge ... +1
Kohn-Sham gap ... 8.358 eV
Lowest unoccupied orbital energy ... -3.237 eV
HOMO energy ... -11.5953 eV

Cartesian coordinates (Å):
1 C 0.78 1.48 -0.43
2 C 0.59 -1.01 0.88
3 C -0.51 0.93 -0.17
4 C 1.96 0.78 -0.14
5 C -0.53 -0.29 0.50
6 C 1.79 -0.54 0.40
7 C -1.72 1.56 -0.56
8 C -2.81 1.05 -0.04
9 C 3.38 1.04 -0.51
10 C 3.13 -1.19 0.43
11 C 4.19 -0.13 0.11
12 C -2.00 -0.79 0.58
13 C -4.29 1.15 0.00
14 N -2.21 -1.49 -0.78
15 O -2.62 -1.44 1.54
16 H 0.91 2.46 -0.93
17 H 0.57 -1.98 1.34
18 H -1.77 2.42 -1.13
19 H 3.70 1.09 -1.59
20 H 3.69 2.06 0.01
21 H 3.30 -1.57 1.44
22 H 3.33 -1.93 -0.28
23 H 4.92 -0.52 -0.60
24 H 4.73 0.21 0.95
25 H -4.68 0.14 0.11
26 H -4.67 1.62 -0.99
27 H -4.50 1.65 0.98
28 H -2.31 -0.73 -1.50
29 H -3.02 -2.30 -0.95
30 H -1.24 -1.95 -0.98
31 H -2.11 -1.77 2.32

Atomic partial charges in e from the natural (NBO) method, atoms 1 to 5: atom 1 (C): -0.184, atom 2 (C): -0.227, atom 3 (C): 0.022, atom 4 (C): 0.021, atom 5 (C): -0.147

---

What should be chosen as the most stable of them? Choose entry b.

---

Entry a
A 2-piece molecular cluster, C5H9O5 overall. Source: the OMol25 dataset; level of theory: ωB97M-V/def2-TZVPD.

Properties
M ... 149.122 g mol⁻¹
Multiplicity ... 4
Kohn-Sham gap (spin up / spin down) ... 7.468 / 7.808 eV
⟨S²⟩ ... 3.767
Lowest unoccupied orbital energy (spin up / spin down) ... 0.566 / -2.162 eV
HOMO energy (spin up / spin down) ... -6.9018 / -9.9700 eV

Cartesian coordinates (Å):
1 O -1.70 -0.81 2.66
2 O -2.50 -1.39 3.64
3 H -2.19 -1.12 1.87
4 C -1.60 0.77 -0.84
5 C -0.35 0.15 -1.27
6 C 0.81 0.01 -0.50
7 C 1.99 -0.49 -1.24
8 C 1.00 0.43 0.95
9 O 1.17 1.86 0.92
10 H 0.48 2.24 1.49
11 O -0.49 -0.76 -2.30
12 O -2.68 0.27 -1.23
13 H -1.64 1.42 0.06
14 H 2.92 -0.44 -0.68
15 H 1.90 -1.53 -1.61
16 H 2.13 0.13 -2.15
17 H 0.21 -0.03 1.61
18 H 1.97 0.04 1.29
19 H -1.42 -0.73 -2.65

Atomic partial charges in e from the natural (NBO) method, atoms 1 to 5: atom 1 (O): -0.373, atom 2 (O): -0.107, atom 3 (H): 0.482, atom 4 (C): 0.147, atom 5 (C): 0.292

---

Entry b
A 2-piece molecular cluster, C5H9O5 overall. Source: the OMol25 dataset; level of theory: ωB97M-V/def2-TZVPD.

Properties
M ... 149.122 g mol⁻¹
Multiplicity ... 4
Kohn-Sham gap (spin up / spin down) ... 6.824 / 7.916 eV
⟨S²⟩ ... 3.760
Lowest unoccupied orbital energy (spin up / spin down) ... 0.759 / -2.423 eV
HOMO energy (spin up / spin down) ... -6.0659 / -10.3391 eV

Cartesian coordinates (Å):
1 O 1.41 2.53 -2.67
2 O 1.68 1.28 -2.23
3 H 2.56 1.91 1.02
4 O 1.70 1.82 0.58
5 C 1.39 0.44 0.50
6 C -0.03 0.34 -0.03
7 C -0.81 -0.93 0.30
8 C -1.59 -1.55 -0.86
9 O -0.34 -2.11 -0.39
10 C -1.26 -1.08 1.71
11 O -0.56 1.26 -0.64
12 H 0.50 2.76 -2.38
13 H 2.05 -0.11 -0.19
14 H 1.42 -0.06 1.49
15 H -2.48 -2.13 -0.59
16 H -1.54 -1.06 -1.83
17 H -1.79 -0.18 2.04
18 H -1.93 -1.93 1.81
19 H -0.38 -1.20 2.35

Atomic partial charges in e from the natural (NBO) method, atoms 1 to 5: atom 1 (O): -0.332, atom 2 (O): -0.134, atom 3 (H): 0.474, atom 4 (O): -0.712, atom 5 (C): -0.072

---

What should be chosen as the most stable of them? Choose entry a.